Computed, not measured: a gas-phase ion, C10H13N2O3 (charge +1) in a non-equilibrium geometry, with ωB97M-V/def2-TZVPD.

Positions of all 28 atoms, in Å:
O 1.666 -2.403 0.436
O 0.863 3.090 -1.259
O 2.887 -0.221 -1.714
N 0.862 0.580 -1.344
N -0.168 1.249 -0.572
C -1.266 0.449 -0.123
C -3.448 -1.174 0.437
C -2.183 -1.750 0.387
C -2.514 1.020 0.075
C -3.657 0.195 0.313
C -0.016 2.584 -0.527
C 2.333 -0.049 0.591
C 2.083 0.106 -0.915
C 2.638 -1.561 0.894
C -1.099 -0.964 -0.038
H 3.719 -1.543 0.420
H 1.123 4.051 -1.078
H 3.226 0.544 0.768
H -4.567 0.737 0.632
H 0.510 0.219 -2.217
H -0.421 3.252 0.273
H 1.510 0.223 1.258
H 0.028 -1.243 -0.132
H 2.214 -3.145 0.211
H -2.163 -2.881 0.442
H -2.687 2.058 0.050
H 2.881 -1.701 2.038
H -4.357 -1.723 0.692

## Properties
HOMO energy (spin up / spin down) = -0.4743 / -0.4743 hartree
Net charge = +1
Structure (SMILES) = O=C(CCO)N/[N+](=C\O)c1ccccc1
M = 209.2 g mol⁻¹
Spin multiplicity = 1

Which charges does Mulliken predict for the atoms? In e, they are: O -0.43; O -0.35; O -0.54; N -0.12; N 0.06; C 0.58; C -0.33; C -0.73; C -0.42; C -0.61; C 0.08; C -0.63; C 0.54; C -0.50; C 0.25; H 0.30; H 0.45; H 0.44; H 0.34; H 0.23; H 0.36; H 0.33; H 0.12; H 0.33; H 0.33; H 0.29; H 0.29; H 0.35

---

Computed, not measured: a gas-phase ion, C10H13N3 (charge +2) in a non-equilibrium geometry, with ωB97M-V/def2-TZVPD.

Positions of all 26 atoms, in Å:
N 0.215 1.247 0.091
N -2.473 -0.506 0.361
N -0.239 -1.415 0.193
C -3.689 -0.130 0.423
C -1.307 -0.670 0.119
C 2.149 -1.831 0.175
C 3.419 -1.358 0.163
C -0.252 2.354 0.443
C -4.739 -0.640 -0.457
C 3.744 0.075 0.075
C 1.247 0.460 0.052
C 2.587 0.960 -0.400
C 1.046 -0.939 0.147
H -1.131 2.744 -0.054
H -3.954 0.565 1.213
H -5.281 0.210 -0.885
H -5.494 -1.178 0.125
H -4.359 -1.280 -1.249
H 2.582 0.972 -1.498
H 4.095 0.387 1.070
H 4.606 0.218 -0.583
H 1.961 -2.892 0.239
H 0.166 2.933 1.264
H 4.246 -2.048 0.244
H -0.337 -2.430 0.084
H 2.726 1.994 -0.078

## Properties
HOMO energy (spin up / spin down) = -0.5767 / -0.5881 hartree
Net charge = +2
Structure (SMILES) = C=NC1=C([NH+]=C=[N+]=CC)C=CCC1
M = 175.2 g mol⁻¹
Spin multiplicity = 1

Which charges does Mulliken predict for the atoms? In e, they are: N -0.27; N -0.01; N -0.10; C 0.14; C 0.28; C -0.67; C -0.54; C -0.23; C -0.99; C -0.84; C 0.60; C -0.65; C 0.59; H 0.30; H 0.42; H 0.32; H 0.33; H 0.32; H 0.36; H 0.35; H 0.44; H 0.39; H 0.32; H 0.44; H 0.31; H 0.42

---

Computed, not measured: 2 unconnected molecules or ions with the total composition C10H13NO in a non-equilibrium geometry, with ωB97M-V/def2-TZVPD.

Positions of all 25 atoms, in Å:
O 2.338 -2.872 -1.679
N 0.325 0.690 -1.553
C 0.202 0.415 -0.160
C -0.917 1.069 0.332
C -0.224 0.532 2.568
C 2.047 -3.387 -0.410
C 1.033 0.127 2.012
C -1.115 1.156 1.702
C -1.591 1.656 -0.814
C -0.899 1.235 -1.917
C -2.987 2.208 -0.667
C 1.175 -0.118 0.662
H -3.162 2.282 0.409
H -3.713 1.554 -1.115
H 0.953 -3.326 -0.303
H 1.017 0.215 -2.092
H -3.042 3.271 -0.967
H 2.030 -4.489 -0.359
H 2.975 -2.172 -1.696
H 2.687 -2.954 0.373
H 1.842 -0.202 2.653
H 2.018 -0.560 0.133
H -1.884 1.702 2.232
H -0.125 0.579 3.640
H -0.982 1.388 -2.986

## Properties
HOMO energy = -0.2863 hartree
Structure (SMILES) = Cc1c[nH]c2ccccc12.CO
M = 163.2 g mol⁻¹
Spin multiplicity = 1

Which charges does Mulliken predict for the atoms? In e, they are: O -0.54; N -0.05; C -0.23; C 1.38; C -0.81; C -0.52; C -0.70; C -0.46; C 0.26; C -0.68; C -1.11; C -0.44; H 0.27; H 0.27; H 0.20; H 0.22; H 0.31; H 0.28; H 0.32; H 0.27; H 0.35; H 0.39; H 0.27; H 0.34; H 0.40

---

Computed, not measured: C10H13NO in the gas phase in a non-equilibrium geometry, with ωB97M-V/def2-TZVPD.

Positions of all 25 atoms, in Å:
O 0.100 1.731 0.719
N 1.357 1.134 0.479
C 0.966 -0.467 0.292
C -0.945 0.932 0.253
C -1.493 -1.277 -0.344
C 1.880 1.776 -0.746
C 1.757 -1.111 -0.832
C 1.193 -1.050 1.592
C -0.538 -0.348 -0.054
C -3.228 0.322 0.036
C -2.854 -0.933 -0.258
C -2.275 1.343 0.247
H 1.974 -0.489 2.104
H -3.752 -1.534 -0.338
H 2.811 -0.917 -0.919
H -1.180 -2.244 -0.857
H -4.294 0.524 0.187
H 0.421 -0.800 2.265
H 1.246 1.699 -1.569
H 2.853 1.453 -0.935
H 2.029 2.896 -0.454
H 1.590 -2.173 -0.795
H -2.472 2.380 0.276
H 1.306 -0.865 -1.745
H 1.549 -1.981 1.396

## Properties
HOMO energy = -0.3061 hartree
Structure (SMILES) = CN1Oc2ccccc2C1(C)C
M = 163.2 g mol⁻¹
Spin multiplicity = 1

Which charges does Mulliken predict for the atoms? In e, they are: O -0.42; N -0.16; C 1.97; C 0.29; C -0.40; C -1.03; C -2.09; C -2.00; C 0.40; C -0.28; C -0.59; C -0.87; H 0.44; H 0.32; H 0.43; H 0.25; H 0.34; H 0.43; H 0.36; H 0.44; H 0.25; H 0.50; H 0.44; H 0.50; H 0.47

---

Going through the records in order, we get E values of -723.738636 -552.360737 -518.785249 -518.724506 hartree.